Entry 1:
2 unconnected molecules or ions with the total composition C4H9NO3 in a non-equilibrium geometry, computed with ωB97M-V with the def2-TZVPD basis set.

```
17
Properties=species:S:1:pos:R:3:forces:R:3:mulliken_charge:R:1
C -0.8930 0.5502 2.6926 1.72 3.11 4.18 -1.115
C -1.1171 0.9099 1.2543 -4.72 -0.28 -0.71 -0.196
C -0.6410 -0.2134 0.3541 1.41 1.37 -2.58 0.438
O -1.1206 -1.3127 0.1968 -0.54 0.09 1.51 -0.592
N 0.4716 0.1062 -0.4584 0.27 0.67 -0.35 -0.086
C 0.8340 1.3637 -0.9932 -0.55 -1.27 1.86 0.025
O 1.7578 1.4656 -1.7308 0.98 0.24 -1.23 -0.493
H -0.7716 -0.4394 3.1360 -0.46 -0.44 -1.26 0.342
H 0.0716 1.0588 3.1794 -1.65 -0.78 -1.41 0.269
H -1.6934 1.0469 3.3274 0.77 -0.66 -0.75 0.294
H -2.3194 0.8633 1.1484 2.42 -0.37 0.03 0.209
H -1.0654 2.0162 0.9515 1.17 -1.83 0.53 0.303
H 0.9167 -0.7153 -0.9561 -0.74 0.85 0.62 0.335
H 0.2843 2.2402 -0.6371 -0.34 -0.06 0.06 0.306
O 0.7918 -2.3277 -1.4325 2.35 0.21 0.23 -0.696
H 0.4703 -2.3571 -2.3172 -0.97 -0.56 -0.50 0.325
H 0.2765 -2.7203 -0.7387 -1.09 -0.27 -0.23 0.334
```
Forces are in eV/Å.

Structure (SMILES): CCC(=O)NC=O.O
ΔE to the lowest compared entry with this formula, charge and spin in kJ/mol: 174.8
LUMO energy in eV: 0.7


Entry 2:
C4H9NO3 in the gas phase in a non-equilibrium geometry, computed with ωB97M-V with the def2-TZVPD basis set.

```
17
Properties=species:S:1:pos:R:3:forces:R:3:mulliken_charge:R:1
C -1.1348 -1.4843 1.5283 -0.31 -0.26 0.32 -0.630
O -0.3160 -1.8016 0.4180 -0.29 0.93 0.35 -0.396
C 0.4080 -0.7269 -0.1703 0.66 -0.37 -1.05 0.371
C 0.1860 -0.8791 -1.6780 0.02 0.25 -0.51 -1.275
C 0.2268 0.7666 0.2228 -0.45 0.27 1.13 0.616
O -0.4006 1.2032 1.1811 1.01 -0.41 -1.79 -0.636
O 0.9436 1.5709 -0.6469 -1.16 -0.25 1.01 -0.196
N 0.6646 3.0004 -0.4343 0.23 -0.79 0.25 -0.485
H -0.5411 -1.0712 2.3481 -0.21 0.13 -0.04 0.278
H -1.9385 -0.8049 1.2311 0.14 0.06 0.24 0.275
H -1.5976 -2.4112 1.8801 0.20 0.01 -0.22 0.246
H 1.4618 -0.9485 0.0427 0.07 0.28 0.01 0.219
H 0.1809 -1.9325 -1.9777 0.09 0.18 0.34 0.372
H 0.9595 -0.3628 -2.2555 -0.16 -0.04 0.14 0.342
H -0.7839 -0.4557 -1.9640 0.12 -0.06 0.07 0.316
H 1.5822 3.3440 -0.1511 -0.07 0.00 -0.05 0.274
H 0.0993 2.9938 0.4256 0.09 0.07 -0.19 0.309
```
Forces are in eV/Å.

Structure (SMILES): CO[C@@H](C)C(=O)ON
ΔE to the lowest compared entry with this formula, charge and spin in kJ/mol: 314.8
LUMO energy in eV: 0.8


Entry 3:
C4H9NO3 in the gas phase in a non-equilibrium geometry, computed with ωB97M-V with the def2-TZVPD basis set.

```
17
Properties=species:S:1:pos:R:3:forces:R:3:mulliken_charge:R:1
N 1.2025 1.3506 0.3741 -0.86 0.23 1.21 -0.835
C 0.2521 0.3975 -0.2233 1.91 -0.69 -1.50 0.329
C 0.9561 -0.2932 -1.4820 0.13 0.54 0.44 -0.593
O 2.1910 0.2926 -1.8171 0.05 -0.44 -0.31 -0.545
C -0.2738 -0.6851 0.7172 -1.71 0.15 0.29 -0.649
C -1.7322 -0.3059 1.0595 0.49 -0.04 -0.03 0.458
O -2.1051 0.7370 1.5206 0.04 -0.04 0.14 -0.555
O -2.5505 -1.2807 0.6370 0.13 -0.94 -0.28 -0.454
H 1.6465 0.9665 1.2140 0.05 -0.28 -0.52 0.210
H 0.6048 2.0603 0.8026 0.35 0.25 -0.33 0.289
H -0.5016 0.9989 -0.7238 -0.49 -0.01 0.66 0.497
H 0.3160 -0.1353 -2.3526 -0.22 -0.45 0.08 0.243
H 1.0929 -1.3574 -1.2734 -0.01 -0.04 -0.19 0.246
H 2.4075 0.9108 -1.1171 0.00 0.46 0.40 0.390
H 0.3175 -0.8300 1.6222 0.02 0.51 0.07 0.330
H -0.3271 -1.6828 0.2881 0.12 0.13 -0.43 0.298
H -3.4967 -1.1438 0.7540 -0.01 0.66 0.31 0.344
```
Forces are in eV/Å.

Structure (SMILES): N[C@@H](CO)CC(=O)O
ΔE to the lowest compared entry with this formula, charge and spin in kJ/mol: 119.2
LUMO energy in eV: 0.6


Entry 4:
2 unconnected molecules or ions with the total composition C4H9NO3 in a non-equilibrium geometry, computed with ωB97M-V with the def2-TZVPD basis set.

```
17
Properties=species:S:1:pos:R:3:forces:R:3:mulliken_charge:R:1
C -1.4268 0.6979 1.5974 -0.05 -0.44 1.41 -1.109
C -1.4130 0.5956 0.0829 -2.88 -0.25 -0.03 -0.546
C -0.3570 -0.2644 -0.4910 1.74 -0.19 -0.86 0.678
O -0.5561 -1.3852 -0.9241 -0.73 0.09 0.43 -0.669
N 0.9568 0.1953 -0.5514 -0.41 0.29 0.72 -0.071
C 1.4500 1.4560 -0.2858 0.76 0.17 -0.51 0.005
O 2.6117 1.7081 -0.5073 -0.28 0.06 0.32 -0.517
H -0.6688 1.2195 2.1779 0.50 0.41 -0.71 0.293
H -2.3631 1.0941 1.9995 -0.08 0.05 -0.49 0.362
H -1.3733 -0.3138 2.0124 -0.05 -0.07 -0.16 0.337
H -2.3465 0.0214 -0.1226 0.67 -0.08 0.09 0.241
H -1.7326 1.4883 -0.4679 1.19 0.35 0.14 0.383
H 1.6809 -0.4986 -0.7375 -0.19 -0.10 -0.35 0.253
H 0.7688 2.2374 0.0746 -0.35 -0.30 0.04 0.352
O 1.8887 -2.6423 -1.0182 -0.84 -0.25 -0.53 -0.702
H 1.9699 -3.1037 -1.8702 0.26 0.22 0.42 0.316
H 0.9105 -2.5057 -0.9687 0.73 0.05 0.07 0.394
```
Forces are in eV/Å.

Structure (SMILES): CCC(=O)NC=O.O
ΔE to the lowest compared entry with this formula, charge and spin in kJ/mol: 67.6
LUMO energy in eV: 0.6


Entry 5:
C4H9NO3 in the gas phase in a non-equilibrium geometry, computed with ωB97M-V with the def2-TZVPD basis set.

```
17
Properties=species:S:1:pos:R:3:forces:R:3:mulliken_charge:R:1
C -2.2554 -1.1303 0.4557 0.06 0.33 0.85 -1.066
C -1.2911 -0.2803 -0.3133 0.73 -2.94 -2.95 0.835
O -1.6065 0.3943 -1.2807 1.01 -0.44 2.28 -0.565
O 0.0688 -0.8424 -0.1349 -2.75 0.88 -0.64 -0.375
C 0.9744 0.1973 -0.4047 0.16 1.83 1.73 0.339
C 2.3913 -0.2657 -0.1024 0.04 -0.50 -0.22 -1.321
N 0.5957 1.2811 0.5499 1.66 0.53 -1.05 -0.317
O -0.3126 2.3109 0.1199 0.27 -0.44 -0.36 -0.384
H -1.7308 -1.7937 1.1469 -0.07 0.24 -0.07 0.307
H -2.9343 -0.4760 1.0098 -0.06 -0.19 -0.08 0.315
H -2.8274 -1.7485 -0.2389 0.03 0.28 -0.08 0.284
H 0.9028 0.5720 -1.4359 -0.14 0.01 0.32 0.314
H 2.6569 -1.0825 -0.7830 -0.04 0.12 0.02 0.357
H 2.4733 -0.6790 0.9091 -0.11 0.27 -0.08 0.306
H 3.1183 0.5431 -0.2346 -0.35 -0.12 0.07 0.351
H 0.4078 0.9743 1.5019 -0.47 0.03 -0.53 0.268
H -0.6310 2.0253 -0.7647 0.04 0.11 0.80 0.352
```
Forces are in eV/Å.

Structure (SMILES): CC(=O)O[C@H](C)NO
ΔE to the lowest compared entry with this formula, charge and spin in kJ/mol: 337.1
LUMO energy in eV: 0.6


Entry 6:
A gas-phase ion, C4H9NO3 (charge +1) in a non-equilibrium geometry, computed with ωB97M-V with the def2-TZVPD basis set.

```
17
Properties=species:S:1:pos:R:3:forces:R:3:mulliken_charge:R:1
O -1.8236 -1.5004 -1.2215 0.87 -0.48 -0.94 -0.409
C -1.8506 -0.5779 -0.4967 -0.96 1.91 1.31 0.228
O -2.9247 -0.1380 0.1598 -1.73 -0.06 -0.86 -0.442
C -0.6266 0.3692 -0.0061 0.73 -1.91 0.02 0.475
C 0.4710 -0.7331 0.3102 0.87 0.04 -1.05 -0.973
C 1.6730 -0.2285 1.0662 -0.15 2.01 -0.52 -0.504
O 2.3235 0.7043 0.1579 -1.02 -1.73 -1.14 -0.552
N -0.1014 1.1299 -1.1288 -2.01 -1.04 -3.28 -0.226
H -3.7809 -0.5014 -0.2521 1.68 0.29 0.90 0.407
H -0.9839 0.9950 0.8618 0.29 -0.40 -1.02 0.451
H 0.0449 -1.6696 0.8257 0.48 1.38 -1.33 0.411
H 0.9235 -0.8327 -0.7742 -1.04 -1.36 1.99 0.369
H 1.3797 0.4035 1.8684 -0.59 0.20 1.23 0.367
H 2.3454 -0.9519 1.4725 0.40 -0.83 -0.24 0.374
H 2.8009 1.3477 0.6329 1.02 1.12 0.94 0.307
H 0.8982 0.9442 -1.4147 -0.75 0.59 0.86 0.334
H -0.7686 1.2398 -2.0613 1.91 0.27 3.12 0.383
```
Forces are in eV/Å.

Spin multiplicity: 2
ΔE to the lowest compared entry with this formula, charge and spin in kJ/mol: 145.6
Total charge: +1
⟨S²⟩: 0.756
LUMO energy (alpha / beta) in eV: -3.6 / -8.5


Entry 7:
A gas-phase ion, C4H9NO3P (charge -1) in a non-equilibrium geometry, computed with ωB97M-V with the def2-TZVPD basis set.

```
18
Properties=species:S:1:pos:R:3:forces:R:3:mulliken_charge:R:1
C -0.9926 1.8555 0.7063 1.35 2.17 -1.37 -1.313
C 0.0846 0.7968 0.7221 0.33 -1.04 0.81 -0.194
C 0.2385 0.1575 -0.6758 0.87 0.54 -0.70 0.320
C 1.7053 -0.3555 -0.9195 0.15 0.35 2.64 -1.284
N -0.5903 -0.9880 -1.0469 0.89 -0.33 -0.03 -0.247
O -1.9795 -1.0541 -0.4269 0.54 -0.97 0.75 -0.480
P -0.8135 -2.1772 0.1249 -0.27 2.57 1.79 0.862
O -0.3514 -1.8418 1.5320 -0.56 -0.80 -1.28 -0.740
O -0.7947 -3.5566 -0.3149 -0.50 -1.64 -0.90 -0.721
H -0.6260 2.6399 -0.0241 -0.31 -0.48 0.42 0.304
H -1.9345 1.5946 0.2884 -0.81 -0.85 -0.05 0.309
H -1.1443 2.4666 1.5854 0.00 -0.37 0.73 0.385
H -0.1198 -0.0626 1.4169 0.13 1.15 -0.42 0.327
H 1.0730 1.2382 1.0307 -0.89 -0.21 -0.33 0.280
H 0.0187 0.9541 -1.4148 0.16 -0.20 0.11 0.226
H 2.4142 0.3425 -0.3164 -0.80 -0.85 -1.93 0.272
H 1.8579 -1.2887 -0.3632 -0.44 0.00 0.37 0.310
H 1.9545 -0.7213 -1.9044 0.15 0.96 -0.62 0.385
```
Forces are in eV/Å.

Structure (SMILES): CC[C@@H](C)N1O[P@@]1(=O)[O-]
ΔE to the lowest compared entry with this formula, charge and spin in kJ/mol: 232.2
Total charge: -1
LUMO energy in eV: 4.0